(1)
A single C6H11N molecule at a distorted geometry. Source: OMol25; level of theory: wB97M-V/def2-TZVPD.

* SMILES: CCC[C@@H](C)C#N
* ΔE to the lowest compared entry with this formula, charge and spin: 4.4 kcal/mol

ORCA input file:
```
! RIJCOSX wB97M-V def2-TZVPD def2/J DEFGRID3
* xyz 0 1
C 2.03152 0.24917 1.61525
C 0.53904 0.07952 1.34481
C 0.21702 -0.53035 -0.03486
C -0.76229 0.30529 -0.88318
C -1.25641 -0.45204 -2.12097
C -1.91217 0.74629 -0.07434
N -2.80713 1.09547 0.57069
H 2.19772 0.70203 2.59841
H 2.55832 -0.71134 1.59426
H 2.49334 0.90159 0.86466
H 0.09334 -0.54272 2.12864
H 0.05153 1.05718 1.44003
H 1.13462 -0.64110 -0.62811
H -0.19902 -1.53892 0.07715
H -0.24506 1.22023 -1.20250
H -0.40532 -0.78036 -2.72591
H -1.82787 -1.33712 -1.82270
H -1.90118 0.17718 -2.74131
*
```

(2)
2 unconnected molecules or ions with the total composition C4H10N2 at a distorted geometry. Source: OMol25; level of theory: wB97M-V/def2-TZVPD.

* SMILES: C=NC.C=NC
* ΔE to the lowest compared entry with this formula, charge and spin: 79.4 kcal/mol

ORCA input file:
```
! RIJCOSX wB97M-V def2-TZVPD def2/J DEFGRID3
* xyz 0 1
C -0.50994 -2.05820 -0.32484
N -0.33609 -1.32516 0.70514
C -1.26178 -1.64296 1.80674
H 0.31486 -2.28230 -1.01332
H -1.50621 -2.49894 -0.36256
H -0.87808 -1.44651 2.81679
H -2.22772 -1.15078 1.55626
H -1.55480 -2.70358 1.86222
C 0.15244 1.96678 -1.85210
N 1.40123 1.80073 -1.64176
C 1.73714 1.76913 -0.22022
H -0.18736 2.49457 -2.74474
H -0.61759 1.51692 -1.22998
H 0.87760 1.66889 0.44024
H 2.55948 1.13086 0.06569
H 2.03683 2.76056 0.13644
*
```

(3)
10 unconnected molecules or ions with the total composition C40H50N10 at a distorted geometry. Source: OMol25; level of theory: wB97M-V/def2-TZVPD.

* SMILES: c1cc[nH]c1.c1cc[nH]c1.c1cc[nH]c1.c1cc[nH]c1.c1cc[nH]c1.c1cc[nH]c1.c1cc[nH]c1.c1cc[nH]c1.c1cc[nH]c1.c1cc[nH]c1
* ΔE to the lowest compared entry with this formula, charge and spin: 40.8 kcal/mol

ORCA input file:
```
! RIJCOSX wB97M-V def2-TZVPD def2/J DEFGRID3
* xyz 0 1
C -4.86531 -0.76188 3.08292
C -4.17438 -0.31834 1.89981
C -3.17660 0.51726 2.30590
N -3.07072 0.43069 3.65789
C -4.14840 -0.24703 4.13046
H -5.77797 -1.31882 3.23547
H -4.30109 -0.56036 0.85493
H -2.50352 1.12618 1.72059
H -2.39874 0.91893 4.23251
H -4.29134 -0.49859 5.17097
C -1.32556 3.73991 0.23167
C -0.58179 4.00344 -0.92133
C 0.29647 4.97847 -0.53033
N 0.02026 5.34351 0.75175
C -1.07226 4.61803 1.20674
H -2.00115 2.90602 0.35247
H -0.57860 3.39046 -1.81051
H 1.08539 5.43220 -1.11183
H 0.49717 6.16304 1.09962
H -1.44112 4.75009 2.21317
C 6.61301 -0.61564 -2.27167
C 5.74497 -1.14282 -1.28235
C 4.50855 -1.08880 -1.77849
N 4.53869 -0.64173 -3.07319
C 5.86307 -0.31898 -3.43239
H 7.69100 -0.55007 -2.26566
H 5.97032 -1.53090 -0.29999
H 3.54694 -1.30603 -1.33746
H 3.73081 -0.48702 -3.65927
H 6.23609 0.11509 -4.34827
C -5.90238 2.31109 -2.59598
C -4.64660 2.67325 -2.08004
C -3.70540 1.80661 -2.67688
N -4.33922 1.07196 -3.62177
C -5.67027 1.35050 -3.55274
H -6.84592 2.73589 -2.28663
H -4.52124 3.43630 -1.32608
H -2.65807 1.73506 -2.42317
H -3.81292 0.46557 -4.23448
H -6.29856 0.81657 -4.25029
C 2.02593 0.82917 -4.78110
C 1.80673 -0.58654 -4.88794
C 1.36676 -1.09424 -3.65621
N 1.23645 -0.01121 -2.83025
C 1.63833 1.12368 -3.48098
H 2.30551 1.46994 -5.60429
H 2.07747 -1.17271 -5.75368
H 1.08297 -2.09985 -3.38307
H 0.96517 -0.08387 -1.86008
H 1.79643 2.05928 -2.96520
C 3.65031 4.05449 -1.61342
C 3.63954 3.39400 -0.33527
C 4.57586 2.34441 -0.46991
N 5.00651 2.31696 -1.78074
C 4.58534 3.42609 -2.44247
H 3.06608 4.93818 -1.82354
H 3.06400 3.58284 0.55888
H 4.80287 1.54937 0.22493
H 5.58709 1.59730 -2.18708
H 4.86970 3.61502 -3.46709
C 1.30411 0.69547 0.24463
C 0.01253 0.33442 0.12214
C -0.12704 -0.96784 0.60266
N 1.08500 -1.47295 0.94607
C 2.00967 -0.45795 0.67509
H 1.78537 1.63430 0.01360
H -0.79813 0.97316 -0.19605
H -1.02954 -1.52786 0.79829
H 1.25864 -2.34382 1.42724
H 3.04422 -0.57834 0.96077
C -0.28094 1.85069 5.39257
C -0.12565 0.43622 5.53784
C 0.00914 -0.08763 4.28329
N 0.05982 0.90825 3.40808
C -0.06628 2.11468 4.09810
H -0.32334 2.51961 6.23942
H -0.20301 -0.19949 6.40749
H 0.17495 -1.11924 4.00998
H 0.34045 0.86197 2.43896
H 0.06850 3.04501 3.56639
C -3.08448 -5.34282 -0.18274
C -3.05667 -3.99705 0.30194
C -4.35505 -3.73575 0.68200
N -5.11892 -4.82078 0.43252
C -4.39414 -5.81546 -0.09749
H -2.27200 -5.90538 -0.61842
H -2.19151 -3.35828 0.40133
H -4.70765 -2.83014 1.15310
H -6.10534 -4.97217 0.58796
H -4.79501 -6.73466 -0.49846
C -0.10477 -4.54107 2.11547
C 0.78755 -4.04633 2.99300
C 2.06769 -4.16026 2.52496
N 1.95781 -4.87863 1.33422
C 0.59002 -5.06602 1.08128
H -1.16545 -4.66624 2.27575
H 0.40674 -3.65522 3.92489
H 2.97837 -3.83051 3.00279
H 2.76711 -5.32223 0.92393
H 0.21456 -5.64110 0.24778
*
```

(4)
A single C5H8O molecule. Source: OMol25; level of theory: wB97M-V/def2-TZVPD.

* SMILES: O[C@H]1C[C@H]2C[C@H]21
* ΔE to the lowest compared entry with this formula, charge and spin: 58.6 kcal/mol

ORCA input file:
```
! RIJCOSX wB97M-V def2-TZVPD def2/J DEFGRID3
* xyz 0 1
O -0.87984 1.69870 -0.53830
C -0.75560 0.69292 0.44950
C -1.13750 -0.67331 -0.14341
C 0.35150 -1.12142 -0.27365
C 1.39329 -0.07614 -0.56812
C 0.61449 0.06222 0.67427
H -0.28597 2.43500 -0.34306
H -1.22482 1.02948 1.38827
H -1.76273 -0.65975 -1.02994
H -1.60093 -1.25047 0.67102
H 0.73441 -2.11600 -0.03929
H 1.29611 0.63937 -1.37701
H 2.41407 -0.37034 -0.33651
H 0.93528 -0.19724 1.66573
*
```

(5)
A molecular structure, C41H37NPRbS2 at a distorted geometry. Source: OMol25; level of theory: wB97M-V/def2-TZVPD.

* ΔE to the lowest compared entry with this formula, charge and spin: 73.5 kcal/mol

ORCA input file:
```
! RIJCOSX wB97M-V def2-TZVPD def2/J DEFGRID3
* xyz -2 1
Rb -5.46953 -20.05716 -1.15048
C -0.27784 -22.56756 -3.92104
C -0.70588 -21.63516 -2.77749
C -1.71142 -20.49867 -3.27590
C -1.50311 -22.40346 -1.69091
C -1.66445 -23.79054 -1.66140
C -2.58125 -24.38865 -0.77142
C -3.26906 -23.64743 0.19624
C -4.17564 -24.31747 1.29200
C -3.08840 -22.23893 0.15868
C -2.14406 -21.67347 -0.65527
H 0.31078 -22.01183 -4.79353
H -1.20576 -22.97181 -4.37111
H 0.40804 -23.42019 -3.69947
H 0.26197 -21.29839 -2.38808
H -2.67005 -20.89509 -3.56646
H -1.33366 -20.08205 -4.26611
H -1.84307 -19.70723 -2.56197
H -1.12246 -24.44129 -2.37562
H -2.71493 -25.45121 -0.92165
H -3.80238 -24.21044 2.32359
H -4.18555 -25.38803 1.21501
H -5.23390 -23.97825 1.18040
H -3.51880 -21.60268 0.93615
H -1.71292 -20.67552 -0.60432
S -4.16823 -19.64732 1.94259
C -3.44051 -18.40964 0.98202
N -3.52499 -18.18046 -0.33118
C -3.17851 -16.84684 -0.56357
C -3.30092 -16.25111 -1.82410
C -3.00823 -14.91542 -1.95156
C -2.47745 -14.24163 -0.83313
C -2.23535 -14.76820 0.41323
C -2.68280 -16.06675 0.57375
S -2.48784 -17.19812 1.84679
H -3.51151 -16.93076 -2.62524
H -3.05946 -14.37692 -2.87025
H -2.08127 -13.21784 -1.02260
H -1.65023 -14.25681 1.24517
C -11.04670 -15.11257 -1.49374
C -10.99088 -14.46378 -0.21873
C -10.23071 -14.95405 0.82036
C -9.43173 -16.10658 0.57704
C -9.50570 -16.73649 -0.67239
C -10.27474 -16.23992 -1.72918
P -8.55274 -16.94674 1.92433
C -9.74753 -16.97563 3.29901
C -9.27928 -17.14661 4.59799
C -10.22653 -17.38199 5.56093
C -11.61658 -17.38369 5.27220
C -12.06680 -17.38455 3.99736
C -11.08667 -17.26409 2.98765
C -8.53764 -18.58238 1.29914
C -8.68201 -19.65069 2.22396
C -8.96763 -20.89138 1.72723
C -9.06254 -21.08730 0.35983
C -8.68448 -20.11994 -0.50672
C -8.48214 -18.79674 -0.04280
H -11.68249 -14.69704 -2.31209
H -11.61264 -13.57160 -0.18407
H -10.16720 -14.49420 1.77311
H -8.83912 -17.73584 -0.71275
H -10.24992 -16.67544 -2.74890
H -8.22273 -17.20738 4.87432
H -9.96844 -17.34197 6.61395
H -12.28576 -17.46034 6.11245
H -13.12074 -17.65842 3.85458
H -11.42083 -17.23500 1.97431
H -8.70364 -19.53120 3.30170
H -9.12705 -21.71135 2.41369
H -9.46066 -22.03243 -0.05321
H -8.57822 -20.24408 -1.53801
C -7.64274 -17.16523 -5.61658
C -8.25066 -18.42760 -5.59257
C -8.07895 -19.27007 -4.49698
C -7.14792 -18.91158 -3.55782
C -6.49922 -17.76958 -3.56337
C -6.67786 -16.92364 -4.62814
H -7.93906 -16.42610 -6.34596
H -8.90530 -18.51752 -6.41045
H -8.62930 -20.16910 -4.49828
H -5.92553 -17.36116 -2.64045
H -5.97712 -16.06194 -4.73103
*
```

(6)
A single C4H12N4 molecule at a distorted geometry. Source: OMol25; level of theory: wB97M-V/def2-TZVPD.

* SMILES: CN1N(C)N(C)N1C
* ΔE to the lowest compared entry with this formula, charge and spin: 142.0 kcal/mol

ORCA input file:
```
! RIJCOSX wB97M-V def2-TZVPD def2/J DEFGRID3
* xyz 0 1
C -1.93725 0.74585 0.13917
N -0.72509 0.57222 -0.47514
N 0.29490 0.65449 0.59951
C 1.24051 1.70560 0.53434
N 0.81547 -0.62011 0.20819
C 0.69133 -1.63632 1.42700
N -0.33895 -0.78996 -0.73635
C 0.15880 -0.84617 -2.13667
H -2.09321 -0.04090 1.01793
H -1.98023 1.77815 0.61239
H -2.71677 0.44052 -0.61889
H 1.59040 1.88433 1.55483
H 1.93019 1.72269 -0.29636
H 0.69174 2.59688 0.43703
H 1.15998 -2.57678 1.09383
H 1.02343 -1.01597 2.32952
H -0.33381 -1.76812 1.58588
H 0.49253 -1.95497 -2.28114
H -0.84677 -0.72406 -2.75781
H 0.88277 -0.12735 -2.23726
*
```

(7)
A single C2H5NO2 molecule at a distorted geometry. Source: OMol25; level of theory: wB97M-V/def2-TZVPD.

* SMILES: NC(=O)CO
* ΔE to the lowest compared entry with this formula, charge and spin: 37.9 kcal/mol

ORCA input file:
```
! RIJCOSX wB97M-V def2-TZVPD def2/J DEFGRID3
* xyz 0 1
N -0.67810 1.12840 -0.04426
C -0.94051 -0.21216 -0.02452
O -2.03551 -0.65677 -0.00993
C 0.46263 -1.02580 -0.07052
O 1.50833 -0.00222 -0.12060
H -1.27524 2.01724 -0.24288
H 0.31399 1.34047 -0.05351
H 0.49050 -1.70930 0.80685
H 0.44374 -1.46547 -1.01341
H 1.71018 0.58561 0.77278
*
```

(8)
A gas-phase ion, C3H10O2P (charge +1) at a distorted geometry. Source: OMol25; level of theory: wB97M-V/def2-TZVPD.

ORCA input file:
```
! RIJCOSX wB97M-V def2-TZVPD def2/J DEFGRID3
* xyz 1 1
C -0.73963 -2.51317 0.34885
C -0.25171 -1.12312 -0.04198
O -0.42673 -0.19678 1.02810
C 0.40397 0.90718 1.00623
P 0.63341 1.74344 -0.61475
O -0.49597 2.81855 -0.84189
H -1.02684 -2.50089 1.39166
H -1.55242 -2.82932 -0.28833
H 0.07347 -3.22263 0.24011
H 0.77339 -1.16738 -0.41718
H -0.88345 -0.78349 -0.87057
H -0.05625 1.66295 1.64520
H 1.39910 0.72170 1.42152
H 0.78128 0.89015 -1.71095
H 1.83499 2.46055 -0.52957
H -0.46663 3.13226 -1.76646
*
```

| no. | electronic energy (eV) | E_HOMO (Ha) |
| --- | --- | --- |
| 1 | -7890.340 | -0.4166 |
| 2 | -7287.177 | -0.3355 |
| 3 | -57188.477 | -0.2905 |
| 4 | -7359.712 | -0.3324 |
| 5 | -76216.391 | 0.0019 |
| 6 | -10297.114 | -0.2951 |
| 7 | -7739.107 | -0.3500 |
| 8 | -16648.902 | -0.5376 |